(1)
{
  "formula": "C12H17NO3S",
  "method": "ωB97M-V/def2-TZVPD",
  "smiles": "O=S(=O)(Cc1ccccc1)NC[C@@H]1CCCO1",
  "homo_energy_ev": -9.26,
  "relative_energy_kj_mol": 10.8,
  "homo_lumo_gap_ha": 0.367,
  "lumo_ha": 0.02649,
  "species": ["O", "S", "O", "C", "C", "C", "C", "C", "C", "C", "N", "C", "C", "C", "C", "C", "O", "H", "H", "H", "H", "H", "H", "H", "H", "H", "H", "H", "H", "H", "H", "H", "H", "H"],
  "coordinates": [[-1.0733, -0.2257, -3.0688], [-0.9494, 0.7041, -1.9843], [-1.0014, 2.1092, -2.2651], [-2.2350, 0.2963, -0.7510], [-1.7541, 0.6812, 0.6019], [-1.3637, 1.9936, 0.8477], [-0.8667, 2.3544, 2.0867], [-0.7586, 1.4117, 3.0968], [-1.1549, 0.1065, 2.8628], [-1.6489, -0.2572, 1.6212], [0.4665, 0.4402, -1.1585], [1.1531, -0.8225, -1.2573], [1.3215, -1.4708, 0.1281], [2.2042, -0.6313, 1.0691], [3.1029, -1.6790, 1.7254], [3.2114, -2.7126, 0.6065], [1.9300, -2.7484, 0.0088], [-3.1086, 0.8625, -1.0658], [-2.4218, -0.7686, -0.8480], [-1.4411, 2.7196, 0.0533], [-0.5636, 3.3750, 2.2674], [-0.3701, 1.6948, 4.0639], [-1.0792, -0.6317, 3.6475], [-1.9672, -1.2752, 1.4468], [1.0285, 1.2680, -1.0774], [0.5448, -1.4710, -1.8912], [2.1349, -0.7126, -1.7297], [0.3258, -1.6205, 0.5627], [1.6074, -0.0686, 1.7828], [2.8056, 0.0684, 0.4876], [4.0699, -1.2855, 2.0286], [2.6065, -2.1189, 2.5905], [3.4412, -3.7204, 0.9546], [3.9687, -2.4071, -0.1304]]
}

=====

(2)
{
  "formula": "C12H18AlClIN2O3P",
  "method": "ωB97M-V/def2-TZVPD",
  "homo_energy_ev": -15.69,
  "total_charge": 2,
  "homo_lumo_gap_ha": 0.223,
  "lumo_ha": -0.35386,
  "species": ["C", "C", "H", "H", "H", "O", "I", "Al", "P", "C", "C", "H", "H", "H", "C", "H", "H", "H", "H", "H", "H", "C", "O", "Cl", "N", "C", "O", "C", "C", "C", "N", "C", "C", "H", "H", "H", "H", "H", "H"],
  "coordinates": [[-1.7767, 1.5271, 0.2386], [-1.7643, -0.0095, 0.2631], [-2.5382, 1.8422, 0.9904], [-2.0810, 1.9243, -0.7489], [-0.8013, 1.9821, 0.5161], [-1.8565, -0.5254, 1.4343], [-0.4476, -2.6313, -1.0766], [0.1975, 0.0109, -1.0258], [-2.7312, -0.9110, -1.2740], [-3.4704, -2.3112, -0.4158], [-4.1457, 0.2053, -1.4956], [-1.9929, -0.8218, -3.6398], [-3.5759, -1.6516, -3.4019], [-2.0491, -2.5066, -3.0677], [-2.5544, -1.5280, -3.0211], [-3.8452, 1.0833, -2.0948], [-4.8977, -0.3909, -2.0459], [-4.4424, -2.4537, -0.8977], [-3.5507, -2.0894, 0.6524], [-4.5320, 0.4996, -0.5059], [-2.8848, -3.2308, -0.5542], [-0.3846, -1.8755, 1.5711], [-0.6165, -2.5739, 2.4471], [0.1367, 0.9857, -2.8928], [5.7552, 2.4892, 1.9799], [5.3006, 1.2113, 2.1736], [5.9647, 0.3843, 2.7990], [3.9760, 0.9155, 1.5901], [3.2217, 1.8393, 0.8844], [2.0582, 1.4597, 0.2460], [1.6080, 0.1577, 0.2286], [2.3027, -0.7139, 1.0176], [3.4674, -0.3727, 1.6593], [6.6454, 2.7318, 2.3571], [5.2797, 3.1554, 1.3835], [3.5778, 2.8477, 0.7520], [1.4881, 2.2033, -0.2956], [1.9155, -1.7131, 1.1217], [4.0438, -1.1451, 2.1484]]
}

=====

(3)
{
  "formula": "C12H18B2F3IN2O9",
  "method": "ωB97M-V/def2-TZVPD",
  "homo_energy_ev": -5.70,
  "homo_lumo_gap_ha": 0.092,
  "lumo_ha": -0.11789,
  "species": ["C", "O", "B", "O", "C", "N", "N", "C", "O", "C", "F", "F", "F", "C", "I", "C", "O", "B", "O", "O", "C", "C", "C", "O", "C", "O", "H", "H", "H", "H", "H", "H", "H", "H", "H", "H", "H", "H", "H", "C", "C", "O", "H", "H", "H", "H", "H"],
  "coordinates": [[-3.7592, -1.9505, 0.0362], [-3.3834, -3.2980, -0.4483], [-1.9246, -3.5495, -0.1720], [-1.4289, -4.8612, 0.3697], [-0.8637, -2.2931, -0.5244], [-1.0969, -1.7035, -1.8600], [-0.3202, -0.6511, -2.2223], [-0.5714, -0.0278, -3.6118], [-1.3418, 1.2120, -3.4313], [-1.3238, 2.0655, -4.6291], [-1.0733, 1.3562, -5.9046], [-0.4031, 3.2115, -4.3691], [-2.7094, 2.6551, -4.7513], [0.7164, -0.1361, -1.2895], [1.8422, 1.6432, -2.0321], [1.1656, -0.6599, 0.1875], [2.2488, -0.1010, 1.0331], [1.7240, 0.8922, 1.9918], [2.0700, 0.7235, 3.4245], [0.8999, 2.0374, 1.5569], [0.2123, -1.9603, 0.6512], [0.4193, -2.6989, 2.0911], [1.8965, -3.4226, 2.2903], [2.1197, -3.4495, 3.7742], [3.4066, -2.8124, 4.1149], [4.5318, -3.5797, 4.1110], [-4.9415, -1.8868, 0.1423], [-3.2412, -1.7005, 1.0820], [-3.4411, -1.0766, -0.6981], [-2.0081, -5.0496, 1.1726], [-1.2664, -0.7953, -4.2057], [0.4040, 0.0793, -4.2493], [1.2676, 0.9694, 3.9743], [-0.0261, 1.6758, 1.4322], [0.3824, -1.8405, 2.9199], [-0.3958, -3.4749, 2.3988], [2.7669, -2.7590, 1.8585], [1.9510, -4.5124, 1.8600], [3.5011, -1.6451, 4.3419], [-0.0689, 5.8084, -0.8481], [0.5805, 5.0026, 0.2909], [-0.4037, 4.5184, 1.0307], [-0.6700, 6.6442, -0.4683], [0.7097, 6.2325, -1.4930], [-0.7108, 5.1814, -1.4799], [1.2980, 5.6938, 0.7601], [1.2590, 4.2932, -0.2084]]
}